[1]
This record from the Open Molecules 2025 dataset describes 2 unconnected molecules or ions with the total composition CHF2NO3. The level of theory is wB97M-V/def2-TZVPD.

Geometry as XYZ:
```
8
Properties=species:S:1:pos:R:3:forces:R:3
O -1.2585 -0.7544 1.0744 0.2 0.6 -1.6
O 1.7353 -0.5897 0.0639 -0.7 4.9 -0.3
F -0.0445 1.6847 1.0136 -0.4 -1.1 -0.6
H 1.5064 -1.4814 0.1431 -1.3 -2.3 0.3
O -0.9110 -0.9051 -1.1232 -0.5 0.9 1.7
C -0.1303 0.9030 0.0008 3.3 -0.8 -1.1
N -0.8721 -0.3528 -0.0249 -0.4 -1.7 0.4
F -0.0254 1.4957 -1.1477 -0.1 -0.5 1.3
```
Forces are in eV/Å.

Properties
**Gap between HOMO and LUMO**: 7.655 eV
**E_HOMO**: -0.3908 Ha
**Charge**: 0
**Energy relative to the best compared isomer or geometry (same formula, charge and spin)**: 510.0 kJ/mol
**2S+1**: 1

***

[2]
This record from the Open Molecules 2025 dataset describes 2 unconnected molecules or ions with the total composition C13H14BF. The level of theory is wB97M-V/def2-TZVPD.

Geometry as XYZ:
```
29
Properties=species:S:1:pos:R:3:forces:R:3
C 4.0596 0.5933 0.6262 0.0 0.2 -0.2
C 3.6177 -0.7383 0.6588 -0.6 0.2 0.4
H -0.1975 -0.9415 -1.0463 0.1 -0.2 0.0
H -0.7847 -3.3711 -3.7751 -0.1 -0.7 1.0
H -0.0066 0.7829 -1.1406 0.0 0.4 -1.1
C -3.6520 0.6032 0.0514 0.2 -0.1 0.5
C 1.7943 1.3429 0.2886 0.8 0.4 -0.6
C -2.4975 -0.1332 -0.2201 -0.3 0.8 0.3
C -2.4005 2.0070 1.5969 0.2 -0.7 0.0
H 4.3386 -1.5346 0.9088 -0.5 0.5 -0.3
C -0.0292 -0.0388 -0.4628 0.3 -1.0 0.9
H -2.3513 2.8096 2.3273 -0.2 -0.1 -0.1
C 3.1419 1.6169 0.4133 0.0 0.1 0.1
H 1.0817 2.1528 0.1563 0.3 0.0 -0.2
H -4.4782 2.2955 1.1302 0.3 -0.3 -0.1
H 1.9297 -2.0728 0.5301 -0.1 0.1 -0.4
H 0.3093 -4.1657 -2.1270 -0.8 0.0 -0.5
C -1.2390 1.2661 1.3315 -0.9 0.3 -0.3
H 5.1041 0.8475 0.7394 0.1 -0.1 0.0
H -2.5455 -1.0232 -0.8449 0.2 0.4 -0.2
H -1.8049 -4.0775 -2.0168 0.7 0.0 -0.6
C -3.5892 1.6900 0.9337 -0.1 0.2 0.0
B -0.7736 -3.9189 -2.6596 0.2 0.7 0.1
C 2.2557 -1.0421 0.4380 0.5 1.1 -0.2
H -0.3165 1.4501 1.8803 -0.2 0.2 -0.3
C -1.2823 0.3110 0.3144 0.5 -0.4 0.2
H -4.5938 0.3299 -0.4192 0.1 0.0 0.2
C 1.3763 0.0317 0.1342 -0.5 -0.8 0.8
F 3.5332 2.9272 0.2531 0.0 -1.1 0.5
```
Forces are in eV/Å.

Properties
**Gap between HOMO and LUMO**: 8.615 eV
**E_HOMO**: -0.3292 Ha
**Charge**: 0
**Energy relative to the best compared isomer or geometry (same formula, charge and spin)**: 36.6 kJ/mol
**2S+1**: 1
**SMILES**: Fc1cccc(Cc2ccccc2)c1.B

***

[3]
This record from the Open Molecules 2025 dataset describes C6H10 in the gas phase. The level of theory is wB97M-V/def2-TZVPD.

Geometry as XYZ:
```
16
Properties=species:S:1:pos:R:3:forces:R:3
H 2.1911 0.9086 0.3790 -0.1 0.0 -0.1
H 0.2094 0.7726 1.6737 0.0 0.0 -0.2
C -0.0078 0.9931 0.6229 0.0 0.1 0.1
C -1.0564 -1.3414 0.9341 0.0 0.0 0.0
H -1.8355 0.2135 -0.3087 0.2 0.0 0.0
H -1.6380 -1.0361 1.8118 0.1 0.0 -0.1
H 1.4249 2.1459 -0.6002 0.0 -0.2 0.1
C -0.0408 -0.5254 -1.2369 0.1 0.0 0.0
C 1.1092 0.1352 -1.3283 -0.2 0.0 0.0
C -0.8417 -0.1536 -0.0120 -0.1 0.0 0.0
H 1.8447 0.0023 -2.1182 -0.1 0.0 0.1
H -0.0986 -1.7431 1.2863 -0.1 0.1 -0.1
H -1.5961 -2.1576 0.4404 0.1 0.1 0.0
H -0.5699 1.9314 0.6117 0.1 -0.1 0.0
H -0.3866 -1.2739 -1.9457 0.1 0.1 0.1
C 1.2921 1.1283 -0.2098 0.1 0.1 0.0
```
Forces are in eV/Å.

Properties
**Gap between HOMO and LUMO**: 10.284 eV
**E_HOMO**: -0.3336 Ha
**Charge**: 0
**Energy relative to the best compared isomer or geometry (same formula, charge and spin)**: 12.6 kJ/mol
**2S+1**: 1
**SMILES**: C[C@@H]1C=CCC1

***

[4]
This record from the Open Molecules 2025 dataset describes C16H17N3O4 in the gas phase. The level of theory is wB97M-V/def2-TZVPD.

Geometry as XYZ:
```
40
Properties=species:S:1:pos:R:3:forces:R:3
C -3.1318 0.3230 0.0325 -0.4 0.0 -0.5
H -4.1367 0.7363 -0.0529 0.2 -0.1 0.0
C 3.7581 -1.3140 -4.2923 0.1 -0.2 0.1
H 3.2821 -1.7124 -5.1904 0.0 0.1 0.0
O 1.2912 1.0728 2.4947 0.5 -0.3 0.0
O 0.6821 2.6149 3.8581 0.1 0.3 0.1
H 4.2867 -3.2637 -3.5142 0.0 -0.1 0.0
C -3.6019 0.7910 2.3387 0.2 0.0 0.0
C 0.8244 -0.5669 -1.2291 0.4 -0.2 -0.4
C 2.7208 -1.0352 -3.2457 -0.1 0.1 -0.1
H 0.3687 1.5757 0.3872 0.0 0.0 0.0
H -2.4863 0.7347 -0.7388 -0.1 -0.1 0.1
H -4.9724 2.0198 4.2770 0.0 -0.1 0.0
C -0.3297 0.7613 0.5149 0.2 -0.5 -0.7
H 3.8166 0.5631 -2.3403 0.1 0.1 0.0
O -4.7581 0.5363 2.1002 -0.3 -0.1 0.0
H 2.1835 0.9581 -0.5645 0.0 0.1 0.1
H -0.2493 -2.1998 -2.1169 -0.1 -0.1 0.0
H 1.4042 -2.5985 -3.8813 0.0 -0.1 -0.1
N -2.6213 0.6679 1.3461 0.0 0.0 0.1
C 1.5696 -1.8105 -3.1605 0.1 0.0 -0.1
C -1.8699 1.5686 3.9155 0.2 0.0 -0.1
O -1.6003 1.9110 5.0389 0.0 0.0 0.1
N 0.4428 1.7220 3.0824 0.2 0.1 0.0
C -1.3110 0.9359 1.5782 0.4 0.3 0.9
C -0.1893 -0.3529 -0.2155 -0.4 0.5 0.6
N -3.1795 1.2123 3.5673 0.0 0.1 0.1
H -3.7279 1.6480 5.5065 -0.1 0.0 -0.1
C 4.7789 -2.3282 -3.7703 0.0 0.1 -0.2
C -0.9302 1.4153 2.8129 -0.8 -0.2 -0.4
C 2.9178 -0.0352 -2.2988 0.0 0.0 -0.1
C 0.6405 -1.5877 -2.1657 0.0 0.2 0.2
H 4.2742 -0.3895 -4.5581 -0.1 0.0 -0.1
H 5.2704 -1.9456 -2.8787 0.1 0.0 0.1
C -4.2073 1.3106 4.5908 -0.2 0.0 0.3
H -0.8569 -1.1888 -0.0507 -0.1 0.0 0.0
H -4.6720 0.3366 4.7388 0.0 0.1 0.0
H -3.2046 -0.7587 -0.0832 0.0 0.0 -0.1
H 5.5348 -2.5283 -4.5257 0.1 -0.1 0.0
C 1.9888 0.2006 -1.3070 -0.2 -0.1 0.1
```
Forces are in eV/Å.

Properties
**Gap between HOMO and LUMO**: 8.237 eV
**E_HOMO**: -0.3237 Ha
**Charge**: 0
**Energy relative to the best compared isomer or geometry (same formula, charge and spin)**: 295.9 kJ/mol
**2S+1**: 1
**SMILES**: CCc1ccc(/C=C/c2c([N+](=O)[O-])c(=O)n(C)c(=O)n2C)cc1

***

[5]
This record from the Open Molecules 2025 dataset describes 14 unconnected molecules or ions with the total composition C3H34O14. The level of theory is wB97M-V/def2-TZVPD.

Geometry as XYZ:
```
51
Properties=species:S:1:pos:R:3:forces:R:3
H 1.9699 -3.1514 2.4422 -0.4 0.0 0.1
H -0.6359 -1.2424 0.4466 0.0 -0.5 -0.2
H 1.1423 -0.8305 -2.3006 -0.1 0.0 0.3
C -2.6699 -1.8971 -0.1848 0.6 1.0 0.6
O 2.1235 -2.9605 0.5545 0.2 -0.2 0.4
H 1.5727 -0.7776 1.8802 -0.2 0.4 0.3
H 0.7835 -3.4566 3.4115 0.0 -0.1 -0.1
H -1.3553 -2.5350 2.3695 0.3 0.4 0.2
H -3.3875 -1.1220 -0.4612 -0.1 -0.2 -0.1
O 3.3373 2.0977 0.7681 0.3 0.0 0.4
O 0.1828 2.3879 0.6869 -1.1 0.5 -1.1
O -0.4634 4.4252 -1.0856 -0.1 0.1 0.6
O 1.2176 2.1489 -2.8015 0.2 -0.1 -0.1
O -1.1874 1.0929 -1.8732 0.6 -0.3 -0.5
O 1.6070 -2.9714 3.3294 0.3 0.3 0.0
H 1.8646 2.5872 -2.2436 0.0 -0.1 0.2
H 1.6452 -3.6664 0.0991 -0.1 0.2 -0.3
H -1.3812 0.8974 -0.9341 -0.6 0.1 -0.4
O -2.8347 3.2490 -1.8574 0.0 0.2 0.1
H 3.4318 1.3152 1.3289 -0.2 -0.2 -0.4
H -1.4230 -0.7634 2.8549 0.2 -0.2 0.2
H 0.6864 1.5696 0.5565 0.5 0.4 1.0
H 0.5972 1.6666 -2.2212 0.0 0.4 -0.1
H -2.8680 -1.7113 2.4206 -0.2 0.3 0.3
H 0.2392 2.8183 1.5401 0.6 -0.8 0.5
C -1.6796 -1.1796 0.7489 -0.2 1.4 -0.3
C -1.8131 -1.5480 2.2151 -0.5 -0.7 -0.7
H -2.1573 -2.1954 -1.0893 -0.2 -0.5 -0.1
H -3.4576 3.1294 -1.1364 -0.1 0.0 0.0
H 0.6232 1.4030 4.3747 -0.1 0.2 -0.2
H 1.9465 -3.1832 -2.4324 0.1 0.0 0.0
H -1.2024 -1.0937 -3.8882 0.4 -0.2 0.0
H -2.1017 3.7798 -1.4770 0.0 -0.1 -0.4
O -0.4524 -0.9990 -3.2846 -0.4 0.3 0.2
O 1.1952 -3.6651 -2.0758 -0.3 0.1 0.1
H 3.0150 -3.0232 0.1956 0.0 0.1 0.0
H -1.8329 1.7244 -2.2443 0.0 0.1 0.7
H -1.2949 0.7754 0.9801 -0.1 0.1 0.1
H -3.2039 -2.6635 0.3600 0.1 -0.5 -0.3
H 3.0547 2.7414 1.4247 -0.1 0.3 -0.2
H -0.2013 0.8442 3.2212 0.2 0.3 0.0
H -0.7074 -0.1728 -2.7741 0.0 -0.5 -0.2
O 1.5229 -0.0203 1.2686 0.2 -1.4 0.0
O -1.9959 0.2525 0.5574 0.3 -0.4 0.6
H 2.3202 0.0487 -1.9972 -0.1 0.2 0.2
O 1.7118 -0.5601 -1.5567 0.2 -0.1 -0.5
O 0.2204 1.6597 3.5325 -0.1 -0.3 0.3
H 1.7041 -0.5110 0.4418 -0.1 0.5 -0.3
H 0.4961 -2.9904 -2.0833 0.1 -0.2 -0.1
H -0.2224 3.8047 -0.3666 0.1 -0.1 -0.4
H 0.3184 4.4719 -1.6405 -0.1 -0.1 -0.2
```
Forces are in eV/Å.

Properties
**Gap between HOMO and LUMO**: 10.836 eV
**E_HOMO**: -0.3948 Ha
**Charge**: 0
**Energy relative to the best compared isomer or geometry (same formula, charge and spin)**: 0.0 kJ/mol
**2S+1**: 1

***

[6]
This record from the Open Molecules 2025 dataset describes a molecular structure, C28H58FN3O6SSi2. The level of theory is wB97M-V/def2-TZVPD.

Geometry as XYZ:
```
99
Properties=species:S:1:pos:R:3:forces:R:3
H -2.6239 -5.4763 1.2499 0.0 0.0 0.0
C 4.5818 6.3783 -2.6032 0.0 0.0 0.1
H -2.4225 -3.6713 3.2847 0.0 0.0 0.0
C 2.8554 8.0064 -0.4693 0.1 -0.1 0.0
C -0.3922 -1.4567 -2.7773 0.1 -0.1 0.1
C -3.2772 -3.1003 2.9160 0.0 0.1 0.2
C 3.1946 5.7214 -2.7488 0.4 0.0 0.0
H 4.0251 -2.3507 3.8292 0.1 0.1 0.1
N -0.0251 -1.5681 -0.2887 -0.2 0.8 0.2
H -8.0268 -3.3143 -0.4657 0.0 0.0 0.0
C -6.2193 -3.8740 0.5313 0.1 0.0 -0.3
H 2.4840 0.6808 0.1776 0.0 0.0 0.0
O 6.3325 -3.3858 4.1851 -0.4 0.0 0.3
C 0.9540 7.5637 -2.0460 -0.1 0.0 -0.1
N 2.4497 5.7014 -1.4422 -0.5 0.1 -0.5
H 5.3320 5.6133 -2.4022 0.0 0.0 0.0
H -1.0985 1.0536 -2.1841 0.0 0.0 0.0
H -5.1539 -3.7635 -1.3608 0.0 0.0 0.0
C 1.7197 7.7489 -3.3528 0.1 0.0 0.0
H 3.3829 -1.4648 -0.8267 0.0 -0.1 0.0
H 1.8463 -2.8901 1.1570 0.0 0.0 0.0
H 2.3269 8.8017 0.0581 0.0 0.0 0.0
Si 5.3550 -2.4649 3.1615 0.1 0.0 -0.4
O -5.5872 -2.2413 2.0573 0.1 0.2 -0.2
H -0.4908 -0.6798 -3.5375 0.0 0.0 0.0
H 0.1064 6.8944 -2.2223 0.0 0.0 0.0
H -6.8194 -2.0170 -0.4075 0.0 0.0 0.0
H 0.5642 7.5374 0.7024 0.0 0.0 0.0
C -5.7790 -5.9094 1.9922 0.0 0.1 0.0
H 0.5444 8.5139 -1.6928 0.0 0.0 0.0
H 2.4944 8.5138 -3.2474 0.0 0.0 0.0
Si 5.7507 -4.4307 5.2706 0.3 0.0 0.0
C 2.3590 -1.6040 -1.1738 -0.1 0.0 -0.1
H -2.1973 -3.8107 0.8595 0.0 0.0 0.0
O 1.6763 4.6882 -1.3277 0.1 -0.1 0.2
O 4.9481 -4.5765 1.6293 0.0 0.0 0.0
N -5.1347 -3.1757 1.3070 -0.4 -0.3 0.5
H -3.9184 -5.7980 3.0986 0.0 0.0 0.0
H 1.3657 0.9256 -2.0298 0.0 -0.1 0.0
H 2.2396 -2.6705 -1.3686 0.0 0.0 0.0
C 1.9081 -1.8035 1.2180 0.0 0.1 0.3
H 3.4028 8.4750 -1.2823 0.0 0.0 0.0
H -7.7525 -2.4144 1.0352 0.0 0.0 0.0
H -3.8716 -2.7747 3.7669 -0.1 0.0 0.0
C -5.7165 -4.4942 -0.7777 0.1 0.0 0.0
C -0.8097 -0.9174 -1.3948 -0.1 -0.3 -0.3
H -2.8926 -2.2216 2.3992 0.0 0.0 0.0
H -7.3546 -4.4730 2.2533 0.0 0.1 0.0
F 5.1515 -3.6421 6.5419 0.0 -0.1 -0.2
C -3.0283 -4.5142 0.9319 0.0 0.1 -0.1
O -0.7005 -1.6686 0.7955 0.0 -0.4 0.0
H 5.9810 -1.1207 3.0699 0.0 0.0 0.2
C 1.4087 -1.1462 -0.0595 0.3 -0.4 -0.2
H 2.5041 3.7686 -3.4390 0.0 0.0 0.0
H 1.5691 6.1172 1.0420 0.0 0.0 0.0
H 1.3615 -1.4741 2.0997 -0.1 0.0 -0.1
H 2.9349 6.5626 -4.7009 0.0 0.0 0.0
C 5.1057 -3.3420 1.4862 0.1 -0.5 0.6
H -6.5844 -4.8030 -1.3629 0.0 0.0 0.0
H 4.7180 -5.3129 4.7308 -0.1 0.0 0.0
H -2.4229 -2.3459 -1.1497 0.0 0.0 0.0
H 2.9590 -1.5392 1.3334 0.0 -0.1 0.0
C -2.2855 -1.2656 -1.2118 0.0 0.1 0.0
H -7.5784 -5.5009 0.8420 0.0 0.0 0.0
H -6.2613 -6.6169 2.6701 0.0 0.0 0.0
H 1.5106 5.7476 -4.0788 0.0 0.0 0.1
C 0.9695 6.6159 0.2802 -0.1 0.0 0.0
C -6.8288 -4.9576 1.4245 0.0 -0.1 0.1
H 1.0365 8.1101 -4.1241 0.0 0.0 0.0
C 1.4405 0.3770 0.0674 -0.1 0.2 0.0
H -2.7101 -0.8169 -0.3174 0.0 0.0 0.0
C 3.4297 4.2790 -3.1878 0.0 0.0 -0.1
O 5.0699 -2.6392 0.4683 -0.1 0.4 -0.7
H -1.0397 -2.2881 -3.0611 0.0 0.0 0.0
H 4.0746 4.2978 -4.0697 0.0 0.0 0.0
H -3.4155 -4.6337 -0.0719 -0.1 -0.1 0.0
S 7.3514 -5.5617 6.1233 0.0 -0.1 0.1
H 3.5698 7.5571 0.2218 0.0 0.0 0.0
H 3.9295 3.7108 -2.4039 0.0 0.0 0.0
H 0.7901 2.1644 -0.9400 0.0 0.0 0.0
C -4.7117 -5.1305 2.7559 -0.2 0.0 0.0
H 7.3209 -6.4824 5.1514 0.0 0.0 -0.1
H 0.1450 5.9605 0.0156 0.0 0.0 0.0
H 0.6229 -1.8281 -2.8066 0.0 0.0 0.0
H -5.0983 -5.3751 -0.6357 0.0 0.0 0.0
H 4.6471 7.0935 -1.7939 0.0 0.0 0.0
H -2.8285 -0.8948 -2.0856 0.0 0.0 0.0
C 1.8218 6.9731 -0.9324 0.2 0.1 0.3
C 2.3260 6.4239 -3.8045 -0.1 0.0 0.0
C -4.0552 -3.9928 1.9582 0.4 -0.1 -0.2
H -5.3249 -6.5078 1.1974 0.0 0.0 0.0
H 0.9232 0.6680 0.9880 0.0 -0.1 0.0
C -0.6482 0.6076 -1.2928 0.0 0.1 0.1
C -7.2696 -2.8339 0.1574 -0.1 0.0 0.1
H 2.2403 -1.0546 -2.1057 0.0 0.0 0.0
H -1.2362 0.9555 -0.4372 0.0 -0.1 0.0
H -5.1714 -4.7000 3.6513 0.0 0.1 0.0
H 4.8626 6.8881 -3.5260 0.0 0.0 0.0
C 0.7882 1.0867 -1.1146 0.0 0.0 0.0
```
Forces are in eV/Å.

Properties
**Gap between HOMO and LUMO (alpha / beta)**: 6.207 / 6.172 eV
**E_HOMO (alpha / beta)**: -0.1565 / -0.1565 Ha
**Charge**: -1
**2S+1**: 4

***

[7]
This record from the Open Molecules 2025 dataset describes 2 unconnected molecules or ions with the total composition C2H3ClN2O. The level of theory is wB97M-V/def2-TZVPD.

Geometry as XYZ:
```
9
Properties=species:S:1:pos:R:3:forces:R:3
O -1.8098 1.6820 0.1211 -0.1 -0.4 0.0
Cl 1.4163 -1.1782 0.8378 0.9 0.5 -0.5
H -1.4570 -1.1764 1.4761 0.0 0.7 -0.6
C 1.0506 -0.3672 -0.7150 2.3 3.2 1.8
H 1.9739 1.1996 -0.4766 1.0 1.1 0.9
N 1.3740 0.7789 -1.1371 -0.6 -2.1 0.2
C -1.6340 0.5723 0.4318 0.1 0.2 0.5
N -1.3288 -0.5720 0.6642 -0.8 -0.3 0.2
H 0.4148 -0.9390 -1.2024 -2.8 -2.8 -2.4
```
Forces are in eV/Å.

Properties
**Gap between HOMO and LUMO**: 11.306 eV
**E_HOMO**: -0.3940 Ha
**Charge**: 0
**Energy relative to the best compared isomer or geometry (same formula, charge and spin)**: 72.9 kJ/mol
**2S+1**: 1
**SMILES**: [H]/N=C\Cl.N=C=O

***

[8]
This record from the Open Molecules 2025 dataset describes C4H3ClO2 in the gas phase. The level of theory is wB97M-V/def2-TZVPD.

Geometry as XYZ:
```
10
Properties=species:S:1:pos:R:3:forces:R:3
Cl 0.1742 -2.4687 -0.1230 0.0 1.9 -0.5
C -0.9963 0.0977 -0.3864 6.2 -2.6 1.7
O -1.2460 1.5214 0.1180 0.3 -0.2 -0.6
H 2.2648 0.0490 -0.7882 -1.5 -0.3 1.6
H 1.5009 0.8865 0.5433 -0.6 2.0 0.8
C -2.2602 0.6971 -0.1192 -2.6 -1.6 0.0
C 1.5686 -0.0738 0.1664 1.8 0.1 -3.8
O -3.4603 0.5903 -0.0453 2.5 0.8 -0.1
H 2.1630 -0.6305 0.8131 0.6 -1.3 1.3
C 0.2913 -0.6690 -0.1786 -6.9 1.3 -0.3
```
Forces are in eV/Å.

Properties
**Gap between HOMO and LUMO**: 8.881 eV
**E_HOMO**: -0.3496 Ha
**Charge**: 0
**Energy relative to the best compared isomer or geometry (same formula, charge and spin)**: 312.3 kJ/mol
**2S+1**: 1
**SMILES**: C/C(Cl)=C1\OC1=O